Molecular formula: C2HO4Yb
Method: DFT, ωB97M-V with the def2-TZVPD basis set

Atoms and positions in Å:
O (-5.21189, 0.56109, -0.00136)
C (-4.08992, 0.66024, -0.00852)
H (-0.41193, -0.20703, -0.11807)
O (0.25482, -0.91161, 0.00302)
C (1.46512, -0.41171, -0.02534)
O (1.70352, 0.72669, -0.53486)
O (2.38164, -1.00293, 0.62001)
Yb (3.90865, 0.58526, 0.06512)

## Properties
total charge	+1
E_HOMO	-14.1	eV

Atomic charges from the Löwdin analysis, expressed in e, are listed below: atom 1 (O): 0.031, atom 2 (C): -0.024, atom 3 (H): 0.155, atom 4 (O): 0.186, atom 5 (C): -0.805, atom 6 (O): -0.128, atom 7 (O): -0.117, atom 8 (Yb): 1.701

Molecular formula: C2H4N4
Method: DFT, ωB97M-V with the def2-TZVPD basis set

Atoms and positions in Å:
C (-0.42785, -0.31494, -0.76724)
C (0.59366, 0.64062, -0.38442)
N (1.62290, 0.36427, 0.54395)
N (1.20503, -0.02542, 1.65669)
N (0.04741, -0.11378, 2.03168)
N (-0.77504, 0.86058, -0.03073)
H (-0.68931, -0.50469, -1.80286)
H (-0.40127, -1.21445, -0.19577)
H (1.01886, 1.25589, -1.17634)
H (-0.28178, -0.59942, 2.93055)

## Properties
relative energy (zero: lowest compared OMol25 entry of this formula, charge and spin)	6.8043	eV
E_HOMO (alpha / beta)	-9.1 / -9.1	eV

Atomic charges from the Löwdin analysis, expressed in e, are listed below: atom 1 (C): -0.214, atom 2 (C): -0.444, atom 3 (N): 0.039, atom 4 (N): -0.126, atom 5 (N): 0.105, atom 6 (N): 0.177, atom 7 (H): 0.103, atom 8 (H): 0.081, atom 9 (H): 0.143, atom 10 (H): 0.135

Molecular formula: C17H22F3N4O3PPd
Method: DFT, ωB97M-V with the def2-TZVPD basis set

Atoms and positions in Å:
Pd (1.08967, 0.41869, -0.37204)
F (1.65945, 0.49672, 4.39637)
C (0.74434, -0.33986, 3.92527)
F (-0.38946, -0.17162, 4.59266)
F (1.17874, -1.60234, 4.10070)
C (0.54763, -0.14191, 2.40343)
O (-0.51739, -0.53930, 1.88173)
O (1.52155, 0.32251, 1.76864)
C (2.13586, -0.37281, -2.00542)
C (2.98145, -0.56269, -0.85784)
C (3.96084, 0.41607, -0.52254)
C (4.73115, 0.24299, 0.60151)
C (4.52255, -0.89513, 1.39556)
C (3.57123, -1.86946, 1.09791)
C (2.79749, -1.70575, -0.03245)
C (5.33017, -1.06560, 2.57975)
N (5.94970, -1.18982, 3.53787)
H (1.53235, -1.19072, -2.38319)
H (2.32984, 0.43030, -2.70739)
H (4.08161, 1.28850, -1.15281)
H (5.48675, 0.96064, 0.88771)
H (3.45588, -2.72709, 1.74494)
H (2.05444, -2.44605, -0.30600)
C (-3.69711, 1.13414, -1.61916)
N (-2.89346, 0.06708, -2.40136)
C (-3.40712, -1.32140, -1.97997)
N (-3.28968, -1.47838, -0.57366)
C (-4.04273, -0.43462, 0.13343)
N (-3.58249, 0.90704, -0.22525)
C (-2.25609, 1.20714, 0.32361)
P (-1.07495, -0.03754, -0.30046)
C (-1.41980, 0.18445, -2.10563)
C (-1.91958, -1.64994, -0.08012)
H (-4.72784, 1.02507, -1.95724)
H (-3.29649, 2.10080, -1.92048)
H (-3.05360, 0.19767, -3.40293)
H (-2.81827, -2.05377, -2.53096)
H (-4.44924, -1.35701, -2.29744)
H (-3.93871, -0.57885, 1.20670)
H (-5.09598, -0.52615, -0.13358)
H (-2.28664, 1.16619, 1.40968)
H (-1.91550, 2.19260, 0.00944)
H (-0.91130, -0.57591, -2.70162)
H (-1.08011, 1.17142, -2.42393)
H (-1.92495, -1.91704, 0.97362)
H (-1.41572, -2.44032, -0.63970)
C (0.79064, 3.10380, -0.24301)
O (0.23017, 2.04399, -1.02465)
H (1.78786, 3.37317, -0.59127)
H (0.84464, 2.80237, 0.81412)
H (0.08820, 3.93771, -0.29255)

## Properties
relative energy (zero: lowest compared OMol25 entry of this formula, charge and spin)	2.3124	eV
total charge	+2
E_HOMO	-15.8	eV

Atomic charges from the Löwdin analysis, expressed in e, are listed below: atom 1 (Pd): 0.958, atom 2 (F): 0.190, atom 3 (C): -0.557, atom 4 (F): 0.192, atom 5 (F): 0.169, atom 6 (C): -0.488, atom 7 (O): -0.066, atom 8 (O): -0.037, atom 9 (C): 0.001, atom 10 (C): -0.399, atom 11 (C): 0.016, atom 12 (C): 0.040, atom 13 (C): -0.151, atom 14 (C): 0.024, atom 15 (C): -0.008, atom 16 (C): -0.128, atom 17 (N): 0.238, atom 18 (H): 0.083, atom 19 (H): 0.100, atom 20 (H): 0.138, atom 21 (H): 0.147, atom 22 (H): 0.147, atom 23 (H): 0.133, atom 24 (C): -0.077, atom 25 (N): -0.054, atom 26 (C): -0.090, atom 27 (N): -0.123, atom 28 (C): -0.113, atom 29 (N): -0.123, atom 30 (C): -0.204, atom 31 (P): 1.011, atom 32 (C): -0.207, atom 33 (C): -0.211, atom 34 (H): 0.155, atom 35 (H): 0.156, atom 36 (H): 0.191, atom 37 (H): 0.151, atom 38 (H): 0.155, atom 39 (H): 0.154, atom 40 (H): 0.151, atom 41 (H): 0.118, atom 42 (H): 0.107, atom 43 (H): 0.106, atom 44 (H): 0.100, atom 45 (H): 0.107, atom 46 (H): 0.119, atom 47 (C): -0.137, atom 48 (O): -0.451, atom 49 (H): 0.085, atom 50 (H): 0.082, atom 51 (H): 0.103

Molecular formula: C34H37N3O10PS4Tl
Method: DFT, ωB97M-V with the def2-TZVPD basis set

Atoms and positions in Å:
Tl (1.21902, -0.01189, -0.67284)
C (4.16062, 2.39307, 2.00511)
C (4.01306, 3.63934, 1.12865)
S (2.58582, 3.65557, 0.05994)
C (3.36268, 3.59889, -1.59374)
C (4.54648, 2.72482, -1.71239)
S (4.04895, 0.99352, -1.93338)
C (5.12454, -0.04263, -0.90875)
C (5.26127, 0.34999, 0.56119)
S (3.67253, 0.73071, 1.37301)
H (5.14884, 2.26077, 2.50448)
H (3.45462, 2.49580, 2.83981)
H (3.91574, 4.58566, 1.73564)
H (4.96674, 3.80628, 0.60439)
H (2.52393, 3.23425, -2.18689)
H (3.63233, 4.56978, -1.92535)
H (5.10647, 3.11008, -2.55168)
H (5.26520, 2.80580, -0.88370)
H (4.65998, -1.05045, -0.89241)
H (6.09578, -0.10526, -1.40844)
H (5.84957, -0.39171, 1.08787)
H (5.78385, 1.26624, 0.57168)
O (3.33674, -3.72812, -0.69481)
C (2.55217, -2.79592, -0.81544)
O (2.63050, -1.73510, -0.12818)
C (1.40705, -2.85878, -1.88037)
O (0.69382, -3.83518, -2.03444)
O (1.29600, -1.72575, -2.50539)
O (-1.45441, 3.18046, -7.03043)
C (-1.61529, 1.96424, -6.68444)
O (-2.27736, 1.17964, -7.33342)
C (-0.94791, 1.55243, -5.41715)
C (-0.84528, 0.22891, -5.02285)
N (-0.06201, 0.18379, -3.95210)
N (0.27849, 1.43098, -3.54501)
C (-0.21589, 2.26768, -4.43100)
C (0.03227, 3.78486, -4.25562)
O (-0.55732, 4.53254, -5.12042)
O (0.77257, 4.23741, -3.36560)
H (-1.03008, 3.76127, -6.16461)
H (-1.21542, -0.66583, -5.46703)
H (0.35608, -0.64783, -3.53587)
O (-1.25516, 2.00020, 5.46219)
N (-0.67925, 2.13408, 4.19438)
C (-1.21851, 1.42262, 3.26279)
C (-2.49373, 0.63602, 3.27742)
C (-3.53881, 1.21284, 3.95096)
C (-4.72979, 0.55893, 4.01457)
C (-4.90262, -0.72807, 3.43389)
C (-3.83007, -1.30276, 2.77505)
C (-2.61596, -0.64628, 2.65536)
P (-1.07036, -1.23695, 1.75997)
C (-0.14791, -1.97162, 3.15539)
C (-0.82334, -2.65397, 4.16204)
C (-0.13386, -3.24377, 5.18551)
C (1.25774, -3.17699, 5.17931)
C (1.92640, -2.57135, 4.17014)
C (1.24077, -1.96639, 3.15634)
C (-1.61373, -2.70521, 0.88661)
C (-2.71201, -2.54728, 0.00533)
C (-2.97401, -3.53123, -0.88119)
C (-2.19160, -4.65215, -0.95148)
C (-1.10023, -4.84877, -0.10330)
C (-0.84966, -3.86002, 0.84416)
H (-0.58955, 2.24965, 6.09639)
H (-0.78498, 1.55820, 2.23014)
H (-3.42518, 2.18001, 4.36725)
H (-5.53498, 1.00790, 4.57079)
H (-5.91312, -1.17213, 3.37440)
H (-3.92617, -2.22682, 2.23072)
H (-1.94312, -2.72630, 4.11730)
H (-0.60084, -3.70968, 6.03044)
H (1.75042, -3.62794, 5.96333)
H (3.02370, -2.58771, 4.10086)
H (1.79616, -1.41941, 2.38499)
H (-3.33248, -1.65210, 0.04916)
H (-3.84350, -3.40547, -1.52966)
H (-2.36259, -5.38732, -1.66139)
H (-0.38259, -5.67894, -0.14962)
H (0.01123, -4.01517, 1.48700)
C (-4.59586, 0.54951, -3.16370)
S (-4.43048, 1.55126, -1.57692)
C (-2.58695, 1.37915, -1.57353)
O (-4.86890, 0.79603, -0.36962)
H (-3.81325, 0.89043, -3.87170)
H (-5.60066, 0.72526, -3.50888)
H (-4.36249, -0.52194, -2.95956)
H (-2.20507, 1.75610, -2.49984)
H (-2.26895, 0.31448, -1.45689)
H (-2.28687, 1.92075, -0.69493)

## Properties
total charge	-2
E_HOMO	-3.2	eV

Atomic charges from the Löwdin analysis, expressed in e, are listed below: atom 1 (Tl): 0.710, atom 2 (C): -0.529, atom 3 (C): -0.582, atom 4 (S): 0.844, atom 5 (C): -0.535, atom 6 (C): -0.538, atom 7 (S): 0.849, atom 8 (C): -0.521, atom 9 (C): -0.501, atom 10 (S): 0.790, atom 11 (H): 0.080, atom 12 (H): 0.057, atom 13 (H): 0.074, atom 14 (H): 0.063, atom 15 (H): 0.039, atom 16 (H): 0.068, atom 17 (H): 0.072, atom 18 (H): 0.054, atom 19 (H): 0.065, atom 20 (H): 0.070, atom 21 (H): 0.079, atom 22 (H): 0.031, atom 23 (O): 0.018, atom 24 (C): -0.634, atom 25 (O): -0.285, atom 26 (C): -0.592, atom 27 (O): 0.035, atom 28 (O): -0.226, atom 29 (O): 0.068, atom 30 (C): -0.607, atom 31 (O): 0.029, atom 32 (C): -0.081, atom 33 (C): -0.039, atom 34 (N): 0.022, atom 35 (N): 0.090, atom 36 (C): -0.160, atom 37 (C): -0.558, atom 38 (O): -0.035, atom 39 (O): -0.010, atom 40 (H): 0.068, atom 41 (H): 0.125, atom 42 (H): 0.080, atom 43 (O): -0.081, atom 44 (N): -0.002, atom 45 (C): -0.125, atom 46 (C): -0.206, atom 47 (C): -0.067, atom 48 (C): -0.076, atom 49 (C): -0.061, atom 50 (C): -0.110, atom 51 (C): -0.280, atom 52 (P): 1.074, atom 53 (C): -0.367, atom 54 (C): -0.092, atom 55 (C): -0.087, atom 56 (C): -0.104, atom 57 (C): -0.092, atom 58 (C): -0.086, atom 59 (C): -0.377, atom 60 (C): -0.120, atom 61 (C): -0.104, atom 62 (C): -0.090, atom 63 (C): -0.071, atom 64 (C): -0.085, atom 65 (H): 0.075, atom 66 (H): 0.120, atom 67 (H): 0.103, atom 68 (H): 0.092, atom 69 (H): 0.106, atom 70 (H): 0.094, atom 71 (H): 0.119, atom 72 (H): 0.091, atom 73 (H): 0.071, atom 74 (H): 0.119, atom 75 (H): 0.075, atom 76 (H): 0.094, atom 77 (H): 0.108, atom 78 (H): 0.078, atom 79 (H): 0.117, atom 80 (H): 0.111, atom 81 (C): -0.235, atom 82 (S): 0.824, atom 83 (C): -0.242, atom 84 (O): -0.597, atom 85 (H): 0.045, atom 86 (H): 0.019, atom 87 (H): 0.059, atom 88 (H): 0.021, atom 89 (H): 0.058, atom 90 (H): 0.036